Entry 1:
{"formula": "C23H29FN6O", "method": "the ωB97M-V functional and the def2-TZVPD basis", "elements": ["C", "N", "C", "N", "C", "C", "C", "C", "C", "C", "C", "N", "C", "O", "N", "C", "C", "C", "C", "C", "C", "C", "F", "C", "C", "C", "C", "C", "N", "C", "N", "H", "H", "H", "H", "H", "H", "H", "H", "H", "H", "H", "H", "H", "H", "H", "H", "H", "H", "H", "H", "H", "H", "H", "H", "H", "H", "H", "H", "H"], "coordinates": [[-3.10645, -5.50385, 4.34763], [-3.97634, -4.45228, 3.89872], [-3.54960, -3.33286, 3.29728], [-4.53933, -2.45744, 2.96128], [-4.17587, -1.35062, 2.38641], [-2.82746, -1.03819, 2.11466], [-2.35880, 0.15108, 1.53890], [-1.00994, 0.31471, 1.34038], [-0.46302, 1.57638, 0.79312], [-0.12786, 1.65457, -0.55205], [0.37943, 2.82919, -1.10494], [0.70360, 3.00021, -2.44096], [1.02157, 2.10125, -3.44549], [0.97318, 2.45777, -4.60294], [1.37894, 0.85054, -3.04836], [1.89789, -0.08594, -4.02488], [3.43555, -0.13731, -4.04914], [4.07776, -1.39767, -3.44082], [5.59879, -1.20593, -3.45359], [3.73724, -2.62777, -4.28597], [3.61631, -1.60980, -1.99679], [0.50501, 3.92400, -0.24519], [0.96361, 5.09444, -0.75498], [0.17392, 3.86174, 1.08916], [-0.30838, 2.68073, 1.63473], [-0.67083, 2.60387, 3.08603], [-0.14286, -0.74752, 1.72051], [1.33199, -0.62406, 1.49919], [-0.55960, -1.85323, 2.27617], [-1.87442, -2.03088, 2.49353], [-2.25799, -3.16781, 3.08128], [-2.08822, -5.21191, 4.10232], [-3.34722, -6.44502, 3.84828], [-3.19657, -5.64288, 5.42718], [-4.96996, -4.53329, 4.04385], [-4.96805, -0.65901, 2.12143], [-3.06421, 0.92402, 1.26328], [-0.30813, 0.80098, -1.18670], [0.65005, 3.95270, -2.78085], [1.66449, 0.71267, -2.09173], [1.51634, 0.25626, -4.98798], [1.46976, -1.06743, -3.81220], [3.77976, -0.05315, -5.08066], [3.81004, 0.74200, -3.51891], [6.09999, -2.09318, -3.07154], [5.95138, -1.02693, -4.46672], [5.88697, -0.35661, -2.83819], [4.06596, -2.48435, -5.31241], [4.23825, -3.50772, -3.88893], [2.66827, -2.82433, -4.29823], [2.54674, -1.79940, -1.94632], [4.12648, -2.46631, -1.56193], [3.84722, -0.73562, -1.39004], [0.29335, 4.74437, 1.69768], [-1.75303, 2.56703, 3.20813], [-0.29771, 3.47212, 3.62187], [-0.25846, 1.70438, 3.53875], [1.84255, -1.43050, 2.01680], [1.69346, 0.33820, 1.85552], [1.55418, -0.69322, 0.43544]], "forces_ev_per_a": [[0.1305, -0.1779, 0.0811], [-0.4250, -0.2365, 0.1559], [0.4545, 0.3090, -0.2131], [-0.4669, 0.1819, -0.0635], [0.0337, -0.1396, 0.0935], [0.5117, -0.4097, 0.1581], [0.2528, -0.1681, 0.0052], [-0.3903, -0.0669, 0.0164], [0.0246, 0.2143, 0.0038], [-0.0001, 0.2110, 0.0212], [-0.0056, -0.0155, 0.4019], [-0.0137, 0.6906, -0.2273], [-0.0617, 0.0005, 0.2787], [0.0739, 0.1024, -0.3931], [-0.0443, -0.1948, 0.2042], [0.0963, 0.0111, -0.1976], [-0.0767, -0.2086, 0.0207], [0.1242, 0.0672, -0.0316], [-0.2696, -0.0390, 0.0061], [0.0146, 0.1983, 0.1544], [0.0810, 0.0656, -0.2779], [0.0304, -0.1338, 0.0156], [-0.0732, -0.2147, -0.0166], [0.0323, 0.0205, -0.2463], [0.0164, -0.0860, -0.1744], [-0.0253, 0.0291, -0.0050], [-0.0948, 0.1637, -0.0046], [0.0108, -0.0292, 0.0802], [0.2943, -0.4069, 0.1029], [-0.6482, 0.6750, -0.2534], [-0.1050, -0.3878, 0.1993], [-0.0205, -0.1335, 0.0668], [0.0638, 0.0071, 0.0242], [0.0629, -0.0305, -0.0224], [0.1111, 0.1311, -0.0814], [-0.0332, 0.1169, -0.0495], [-0.0144, 0.1295, -0.0475], [-0.0045, -0.0745, -0.0669], [0.0302, -0.2503, -0.0436], [-0.0528, 0.1062, 0.0186], [0.0172, -0.1470, 0.1184], [0.0266, -0.0017, -0.0910], [0.0568, 0.0370, -0.0624], [0.0424, 0.0450, -0.0312], [0.0772, -0.0850, 0.0527], [0.0762, 0.0269, -0.1321], [0.0617, 0.1125, 0.0825], [0.0496, -0.0030, -0.1577], [0.0289, -0.1389, 0.0428], [-0.1460, -0.0677, -0.0069], [-0.1876, -0.0429, 0.0569], [0.0235, -0.1028, 0.0967], [0.0280, 0.1150, 0.1265], [0.0471, 0.1290, 0.0550], [-0.0586, -0.0296, 0.1007], [0.0247, 0.0509, 0.0771], [-0.0010, -0.0496, 0.1212], [0.0074, -0.0196, 0.0056], [0.1084, 0.0984, -0.0269], [0.0934, 0.0457, -0.1210]], "lowdin_charge": [-0.0818, 0.0005, -0.4066, 0.1302, -0.0763, -0.1296, 0.0471, -0.1458, -0.1709, 0.0388, -0.1681, 0.1469, -0.5449, 0.0688, 0.0671, -0.1617, -0.1349, -0.6203, -0.0629, -0.0533, -0.0604, -0.1981, 0.0653, 0.0415, -0.2184, -0.0259, -0.2649, -0.0057, 0.1777, -0.2787, 0.1803, 0.0720, 0.0804, 0.0803, 0.1349, 0.1202, 0.1352, 0.1264, 0.1541, 0.1180, 0.1200, 0.1090, 0.1183, 0.1231, 0.0827, 0.0833, 0.0825, 0.0857, 0.0840, 0.0751, 0.0727, 0.0859, 0.0834, 0.1271, 0.0867, 0.0791, 0.0860, 0.0833, 0.0866, 0.0693], "de_lowest_kcal_mol": 1.4, "smiles": "CNc1ncc2cc(-c3cc(NC(=O)NCCC(C)(C)C)c(F)cc3C)c(C)nc2n1", "mol_weight_g_mol": 424.52, "lumo_ev": 0.0, "total_energy_ev": -38029.72473, "largest_force_ev_per_a": 1.0}


Entry 2:
{"formula": "C23H29N3O", "method": "the ωB97M-V functional and the def2-TZVPD basis", "elements": ["C", "C", "C", "C", "C", "C", "C", "C", "C", "C", "C", "N", "C", "O", "N", "C", "C", "N", "C", "C", "C", "C", "C", "C", "C", "C", "C", "H", "H", "H", "H", "H", "H", "H", "H", "H", "H", "H", "H", "H", "H", "H", "H", "H", "H", "H", "H", "H", "H", "H", "H", "H", "H", "H", "H", "H"], "coordinates": [[5.76394, 3.47152, 2.79462], [4.66440, 3.27642, 2.07444], [3.94028, 4.41769, 1.42063], [4.10121, 1.93022, 1.87277], [4.12286, 0.99243, 2.90116], [3.57959, -0.26273, 2.70833], [3.01324, -0.59905, 1.49331], [2.97367, 0.32221, 0.45181], [2.36228, -0.09889, -0.87766], [2.01242, 1.08033, -1.78939], [3.34767, -1.02771, -1.59497], [1.12929, -0.85706, -0.64790], [0.13671, -0.34389, 0.14146], [0.14767, 0.79898, 0.55658], [-0.87540, -1.22568, 0.47081], [-1.29850, -2.33846, -0.35037], [-2.40956, -1.88590, -1.30556], [-3.52464, -1.37248, -0.54004], [-4.80747, -1.43692, -1.07509], [-5.68384, -0.34946, -1.05787], [-6.97374, -0.47249, -1.53997], [-7.42411, -1.67299, -2.05854], [-6.56453, -2.75905, -2.08210], [-5.27892, -2.64756, -1.59439], [-3.12856, -0.24375, 0.27506], [-1.99599, -0.67977, 1.21132], [3.51969, 1.57832, 0.65659], [6.31107, 2.65727, 3.23771], [6.17020, 4.45709, 2.94943], [2.86401, 4.28903, 1.51570], [4.18262, 4.46459, 0.35891], [4.23012, 5.36272, 1.87329], [4.54323, 1.25791, 3.85951], [3.59080, -0.98465, 3.51249], [2.58537, -1.58373, 1.36586], [1.47033, 0.70856, -2.65659], [1.37712, 1.77945, -1.25391], [2.90941, 1.58538, -2.13546], [2.92726, -1.36892, -2.53904], [4.27266, -0.49425, -1.79729], [3.58420, -1.89205, -0.97718], [1.22480, -1.85749, -0.69614], [-0.47194, -2.75398, -0.92545], [-1.68906, -3.11617, 0.31523], [-2.73133, -2.71953, -1.92778], [-2.00043, -1.09877, -1.96354], [-5.35744, 0.60772, -0.68232], [-7.62930, 0.38631, -1.51832], [-8.43055, -1.76330, -2.43782], [-6.90250, -3.70707, -2.47557], [-4.63790, -3.51674, -1.59732], [-3.97495, 0.07894, 0.88148], [-2.77644, 0.60175, -0.33720], [-1.63549, 0.17609, 1.78219], [-2.36030, -1.45439, 1.89271], [3.50479, 2.30393, -0.13864]], "forces_ev_per_a": [[-0.0103, -0.0032, -0.0011], [0.1365, 0.2564, 0.0647], [0.0792, 0.0181, 0.0214], [-0.0124, -0.3488, 0.0894], [0.0069, 0.1063, -0.0330], [0.0181, -0.1325, -0.0026], [0.0659, 0.0437, -0.0258], [0.0614, -0.0397, 0.1095], [-0.0723, 0.2048, -0.2129], [0.0906, -0.0603, 0.1571], [-0.2272, 0.0759, 0.0503], [0.2358, -0.2956, -0.2273], [-0.2021, -0.3048, 0.0564], [0.0754, 0.3311, 0.0018], [-0.0856, -0.0424, 0.2130], [-0.0574, -0.0655, -0.4004], [0.2215, -0.2500, 0.0278], [0.2110, -0.0265, 0.2327], [-0.3561, -0.0173, -0.0934], [0.2462, 0.0510, 0.0530], [-0.1550, -0.0674, -0.0662], [-0.1441, 0.0708, -0.0221], [0.0096, -0.0165, -0.0587], [0.0732, -0.0083, -0.0657], [0.1315, -0.0602, 0.2618], [-0.1082, 0.4138, 0.1132], [0.0341, -0.0814, 0.0585], [0.0755, -0.2184, 0.0439], [-0.0031, 0.2267, 0.0224], [-0.0910, 0.0536, -0.0332], [-0.0672, 0.0339, -0.1036], [0.0138, 0.0675, -0.0186], [0.0198, 0.0552, 0.0803], [-0.0052, -0.0429, 0.0659], [-0.0638, -0.0656, -0.0196], [0.0110, -0.0476, -0.0647], [-0.0151, 0.1022, -0.0299], [0.1091, 0.1043, -0.0510], [-0.0412, -0.0399, -0.1247], [0.0652, 0.0341, 0.0041], [0.0460, -0.0974, 0.0662], [-0.0676, 0.0403, 0.0581], [-0.0435, -0.0184, 0.0509], [0.0506, -0.0046, -0.1221], [0.0278, 0.0516, 0.0126], [-0.0207, -0.0825, -0.0246], [0.0601, 0.0681, 0.0415], [-0.0414, 0.0630, 0.0047], [-0.0841, -0.0051, -0.0244], [-0.0166, -0.0730, -0.0174], [0.0540, -0.0633, 0.0433], [0.0253, 0.0345, -0.0420], [-0.0682, 0.0217, 0.0362], [-0.0968, -0.1294, -0.0075], [-0.0358, 0.0566, -0.0324], [-0.0632, 0.1232, -0.1159]], "lowdin_charge": [0.0544, -0.3218, -0.0572, -0.1865, -0.0345, -0.0643, -0.0355, -0.1655, -0.4951, -0.0303, -0.0176, 0.1189, -0.5167, 0.0776, -0.0505, -0.1310, -0.1345, -0.1078, -0.2303, -0.0318, -0.0931, -0.1086, -0.0943, -0.0339, -0.1449, -0.1269, 0.0317, 0.0595, 0.0592, 0.0875, 0.0807, 0.0759, 0.1087, 0.1034, 0.1141, 0.0883, 0.0817, 0.0812, 0.0860, 0.0938, 0.0833, 0.1194, 0.1107, 0.1303, 0.1120, 0.1365, 0.0990, 0.1019, 0.0964, 0.1012, 0.1033, 0.1226, 0.1360, 0.1227, 0.1289, 0.1055], "de_lowest_kcal_mol": 29.3, "smiles": "C=C(C)c1cccc(C(C)(C)NC(=O)N2CCN(c3ccccc3)CC2)c1", "mol_weight_g_mol": 363.51, "lumo_ev": 0.6, "total_energy_ev": -30840.12963, "largest_force_ev_per_a": 0.4}


Entry 3:
{"formula": "C23H29N3O3", "method": "the ωB97M-V functional and the def2-TZVPD basis", "elements": ["C", "C", "C", "N", "C", "O", "C", "C", "C", "C", "N", "C", "O", "C", "C", "N", "C", "O", "C", "C", "C", "C", "C", "C", "C", "C", "C", "C", "C", "H", "H", "H", "H", "H", "H", "H", "H", "H", "H", "H", "H", "H", "H", "H", "H", "H", "H", "H", "H", "H", "H", "H", "H", "H", "H", "H", "H", "H"], "coordinates": [[2.94784, 0.07578, 0.81011], [1.81567, -0.66735, 0.12172], [1.71777, -0.39821, -1.38327], [0.38657, -0.90159, -1.73131], [-0.27008, -0.68220, -2.89928], [-1.43643, -1.01157, -3.05442], [0.51805, 0.04122, -3.97632], [-0.33851, 0.36784, -5.19497], [-1.42051, 1.42197, -4.93844], [-0.75160, 2.75689, -5.30046], [0.22376, 2.34656, -6.29686], [0.56746, 1.02796, -6.23066], [1.46149, 0.49421, -6.85103], [-0.32666, -1.35788, -0.53795], [0.34108, -0.52990, 0.55752], [-0.25319, 0.80852, 0.45674], [0.31781, 2.01385, 0.75470], [1.16907, 2.19039, 1.60252], [-0.18013, 3.13515, -0.10866], [-0.52853, 4.58221, 0.30038], [-0.69001, 4.52862, -1.25052], [-1.09556, 5.61863, -2.17358], [-2.20776, 5.47437, -2.99452], [-2.57329, 6.48693, -3.87211], [-1.82680, 7.65317, -3.93541], [-0.71431, 7.80513, -3.11747], [-0.35157, 6.79394, -2.24254], [-1.40372, 3.16721, -1.05874], [0.65011, 3.73936, -1.26976], [2.97020, 1.13152, 0.55504], [2.86294, 0.00560, 1.89314], [3.89880, -0.37078, 0.51142], [2.01070, -1.73857, 0.24834], [1.79356, 0.67832, -1.57102], [2.50548, -0.89920, -1.94806], [0.95355, 0.95669, -3.56041], [1.36178, -0.58535, -4.27842], [-0.75035, -0.55574, -5.59550], [-2.26617, 1.24741, -5.60347], [-1.80010, 1.39914, -3.91979], [-1.45817, 3.47861, -5.70909], [-0.26721, 3.22110, -4.43354], [0.82006, 2.99041, -6.78984], [-1.39379, -1.17470, -0.65161], [-0.18012, -2.42609, -0.36613], [0.18319, -0.94128, 1.55536], [-0.92843, 0.87670, -0.29023], [-1.44514, 4.71598, 0.87464], [0.29450, 5.18172, 0.68590], [-2.79289, 4.56299, -2.94502], [-3.44322, 6.36410, -4.50470], [-2.11041, 8.44370, -4.61797], [-0.12931, 8.71474, -3.16264], [0.51733, 6.91451, -1.60565], [-1.37671, 2.48998, -1.91597], [-2.38746, 3.19386, -0.58769], [1.54838, 4.28407, -0.98157], [0.81426, 3.09437, -2.13660]], "forces_ev_per_a": [[0.0055, 0.0084, 0.0020], [-0.0436, -0.0512, -0.2312], [-0.0156, -0.0055, -0.0017], [0.0634, -0.0676, -0.0068], [-0.0689, 0.2247, 0.0950], [0.0137, -0.0706, -0.0184], [-0.0067, -0.1205, -0.0233], [-0.0165, 0.0280, 0.0182], [0.0055, 0.0483, 0.0030], [0.0027, -0.0428, -0.0088], [0.0338, -0.0631, 0.0338], [-0.0297, 0.0631, -0.0113], [0.0219, -0.0135, -0.0139], [0.0121, 0.0027, 0.0199], [0.0113, 0.0667, 0.4686], [0.1635, 0.0328, -0.5743], [-0.0443, -0.0364, 0.2392], [-0.0318, -0.0195, 0.0334], [-0.0622, -0.0348, 0.0766], [0.0105, 0.0201, -0.0221], [0.0017, 0.0011, 0.0297], [0.0115, -0.0185, -0.0011], [-0.0101, 0.0081, -0.0162], [-0.0062, -0.0158, 0.0030], [-0.0054, 0.0146, -0.0152], [0.0126, -0.0016, 0.0108], [-0.0023, 0.0179, -0.0130], [-0.0259, 0.0313, -0.0178], [0.0103, 0.0004, -0.0423], [-0.0078, 0.0001, 0.0048], [0.0067, 0.0051, 0.0030], [-0.0059, -0.0048, -0.0035], [-0.0119, -0.0034, -0.0057], [0.0116, -0.0015, -0.0145], [0.0052, 0.0043, -0.0078], [-0.0170, -0.0029, 0.0341], [0.0309, 0.0355, -0.0181], [0.0026, -0.0050, -0.0149], [0.0061, -0.0067, -0.0092], [0.0024, 0.0002, 0.0131], [-0.0002, 0.0097, 0.0033], [-0.0073, 0.0091, 0.0032], [-0.0113, 0.0007, -0.0097], [-0.0050, -0.0079, 0.0040], [-0.0117, -0.0021, 0.0007], [-0.0053, -0.0108, -0.0077], [-0.0022, 0.0010, 0.0239], [-0.0021, -0.0032, -0.0028], [0.0030, -0.0008, -0.0001], [0.0049, -0.0003, 0.0031], [0.0004, 0.0010, 0.0006], [0.0006, -0.0018, 0.0010], [-0.0008, -0.0007, 0.0002], [-0.0024, -0.0021, 0.0014], [0.0033, -0.0193, -0.0272], [0.0050, -0.0026, 0.0071], [0.0017, 0.0026, 0.0036], [-0.0044, -0.0007, -0.0014]], "lowdin_charge": [-0.0567, -0.2910, -0.1044, -0.0302, -0.4422, 0.0614, -0.0521, -0.2110, -0.1135, -0.1648, 0.0861, -0.4716, 0.0659, -0.0840, -0.2213, 0.1402, -0.4056, 0.0805, -0.2932, -0.0028, -0.3274, -0.1588, -0.0369, -0.0834, -0.0923, -0.0812, -0.0263, -0.0437, -0.0090, 0.0671, 0.0847, 0.0821, 0.1433, 0.1155, 0.1350, 0.1182, 0.1391, 0.1550, 0.1231, 0.0943, 0.1131, 0.1000, 0.1477, 0.1259, 0.1335, 0.1530, 0.1161, 0.1217, 0.1191, 0.1117, 0.1028, 0.1012, 0.1028, 0.1169, 0.0996, 0.1249, 0.1221, 0.0994], "de_lowest_kcal_mol": 69.5, "mol_weight_g_mol": 395.50, "lumo_ev": 0.6, "total_energy_ev": -34934.66484, "largest_force_ev_per_a": 0.6}